(1)
The following is a DFT calculation (ωB97M-V/def2-TZVPD) of the molecule C18H23N3O5S in a non-equilibrium geometry.

Kohn-Sham gap: 8.36 eV
LUMO energy: -0.091 eV
HOMO level: -8.447 eV
SMILES: COCCN(CCOC)S(=O)(=O)c1ccc(C(=O)Nc2ccncc2)cc1
relative energy (zero: lowest compared OMol25 entry of this formula, charge and spin): 18.918 eV
net charge: 0

```
50
Properties=species:S:1:pos:R:3:lowdin_charge:R:1
C -3.96 -2.54 -1.57 0.02
H -3.25 -3.44 -1.80 0.13
O -3.04 -1.36 -2.05 -0.17
C -3.83 -0.26 -2.18 -0.34
C -4.35 0.19 -0.98 -0.17
N -3.37 0.54 0.15 -0.20
S -3.27 -0.34 1.70 0.67
O -4.12 -1.30 1.33 -0.22
O -3.35 0.72 2.54 -0.23
C -1.45 -0.82 1.43 -0.34
C -1.19 -1.56 0.56 -0.15
C 0.10 -1.96 0.25 0.02
C 1.20 -1.52 0.93 -0.05
C 0.83 -0.30 2.02 0.10
C -0.54 -0.12 2.06 -0.10
H -0.93 0.60 3.03 0.20
H 1.59 -0.03 2.61 0.06
C 2.58 -1.65 0.82 -0.48
O 3.19 -2.60 0.58 0.14
N 3.28 -0.38 0.66 0.12
C 4.60 -0.26 0.14 -0.26
C 5.45 -1.20 0.34 -0.01
C 6.88 -0.87 -0.07 -0.19
N 7.26 0.29 -0.20 0.00
C 6.44 1.40 -0.57 -0.02
C 5.19 1.06 -0.04 -0.01
H 4.43 1.69 0.00 0.04
H 6.87 2.37 -0.56 0.09
H 7.56 -1.80 -0.07 0.12
H 5.30 -2.35 0.44 0.14
H 2.76 0.53 0.50 0.15
H 0.48 -2.84 -0.48 0.18
H -1.87 -2.22 0.00 0.14
C -2.52 1.68 -0.03 -0.21
H -3.13 2.55 -0.44 0.13
C -1.16 1.79 -0.79 -0.34
O 0.01 1.82 -0.27 -0.15
C 0.24 3.20 0.42 0.07
H -0.55 3.68 0.78 0.05
H 1.08 3.34 0.78 -0.02
H 0.41 3.66 -0.63 0.13
H -1.29 0.61 -0.90 0.16
H -1.31 2.18 -1.70 0.08
H -2.27 1.95 1.04 0.12
H -5.15 -0.27 -0.40 0.12
H -4.77 1.23 -1.05 0.14
H -4.68 -0.47 -2.77 0.11
H -3.05 0.30 -2.60 0.13
H -4.31 -2.39 -0.71 -0.06
H -5.03 -2.54 -2.25 0.16
```

=====

(2)
The following is a DFT calculation (ωB97M-V/def2-TZVPD) of the molecule C10H7IN2S2 in a non-equilibrium geometry.

Kohn-Sham gap: 8.42 eV
LUMO energy: -0.202 eV
HOMO level: -8.622 eV
SMILES: S=C1Sc2ccc(I)cc2C2=NCCN12
relative energy (zero: lowest compared OMol25 entry of this formula, charge and spin): 0.000 eV
net charge: 0

```
22
Properties=species:S:1:pos:R:3:lowdin_charge:R:1
S 1.20 2.70 -2.71 0.61
I -2.19 -2.36 4.06 0.69
N 0.76 -1.66 -0.74 0.11
S -0.45 2.59 -0.30 1.02
C 0.50 1.77 -1.51 -1.05
C 0.32 -0.46 -0.52 -0.27
C -1.77 0.69 3.01 -0.12
C -1.41 1.66 2.09 -0.09
C -0.83 -1.03 1.54 -0.07
C -1.50 -0.67 2.72 -0.55
C -0.81 1.30 0.86 -0.44
C -0.48 -0.03 0.61 -0.15
N 0.75 0.40 -1.52 -0.09
C 1.59 -1.69 -1.97 -0.16
C 1.49 -0.30 -2.57 -0.16
H -2.26 0.96 3.94 0.10
H -1.63 2.67 2.33 0.10
H -0.59 -2.09 1.39 0.10
H 1.27 -2.43 -2.72 0.12
H 2.62 -1.91 -1.72 0.11
H 0.97 -0.28 -3.53 0.12
H 2.43 0.18 -2.75 0.09
```

=====

(3)
The following is a DFT calculation (ωB97M-V/def2-TZVPD) of a cluster of 2 separate species, O2P in total in a non-equilibrium geometry.

Kohn-Sham gap (spin up / spin down): 6.37 / 6.38 eV
LUMO energy (spin up / spin down): 4.013 / 4.016 eV
HOMO level (spin up / spin down): -2.353 / -2.363 eV
relative energy (zero: lowest compared OMol25 entry of this formula, charge and spin): 5.753 eV
net charge: -1

```
3
Properties=species:S:1:pos:R:3:lowdin_charge:R:1
O -1.37 0.60 0.00 -0.72
O 1.92 0.02 0.00 -0.89
P -0.55 -0.62 0.00 0.61
```

=====

(4)
The following is a DFT calculation (ωB97M-V/def2-TZVPD) of a cluster of 11 separate species, H22O11 in total in a non-equilibrium geometry.

Kohn-Sham gap: 9.99 eV
LUMO energy: -0.166 eV
HOMO level: -10.157 eV
SMILES: O.O.O.O.O.O.O.O.O.O.O
relative energy (zero: lowest compared OMol25 entry of this formula, charge and spin): 5.488 eV
net charge: 0

```
33
Properties=species:S:1:pos:R:3:lowdin_charge:R:1
H 0.62 -0.96 -1.21 0.03
H -0.11 -0.46 0.03 -0.03
H 2.44 3.35 0.29 0.03
H 1.95 4.78 0.14 0.03
H 3.44 -1.11 1.29 0.06
H 3.45 -1.30 -0.21 0.04
H 0.00 0.74 1.18 0.02
H -0.04 -0.66 1.78 -0.04
H -1.69 3.96 -0.62 0.03
H -2.44 3.08 -1.61 0.03
H 4.15 0.39 -1.90 0.05
H 4.49 0.43 -0.41 0.04
H 0.87 -3.06 0.69 0.04
H 1.41 -2.70 -0.68 0.02
H -2.04 0.03 1.19 -0.01
H -2.38 1.41 1.73 0.07
H -1.97 -1.62 2.07 0.08
H -1.22 -1.65 0.75 0.01
H -2.07 -1.26 -2.48 0.06
H -1.39 -2.04 -1.37 0.01
H -3.79 -0.85 -1.12 0.04
H -2.75 -0.02 -0.39 0.02
O 0.43 -0.15 -0.71 -0.03
O 1.64 3.88 0.28 -0.06
O 3.98 -0.95 0.51 -0.09
O 0.47 0.16 1.79 -0.06
O -2.38 3.29 -0.67 -0.05
O 3.74 0.39 -1.02 -0.10
O 0.89 -3.37 -0.22 -0.03
O -2.77 0.65 1.28 -0.07
O -1.15 -1.93 1.67 -0.02
O -2.24 -1.91 -1.79 -0.05
O -3.54 -0.54 -0.24 -0.10
```

=====

(5)
The following is a DFT calculation (ωB97M-V/def2-TZVPD) of a cluster of 2 separate species, C16H11BBrF3N2O8S in total in a non-equilibrium geometry.

Kohn-Sham gap: 7.56 eV
LUMO energy: -1.830 eV
HOMO level: -9.388 eV
relative energy (zero: lowest compared OMol25 entry of this formula, charge and spin): 0.000 eV
net charge: 0

```
43
Properties=species:S:1:pos:R:3:lowdin_charge:R:1
C -0.68 -2.90 -0.97 0.23
C -0.11 -1.96 -0.50 -0.03
C 0.34 -0.97 0.40 -0.16
C 1.49 -0.98 1.12 0.08
N 1.48 0.19 1.82 -0.01
C 2.62 0.53 2.69 -0.08
C 3.91 0.48 1.90 -0.78
O 4.84 -0.17 2.23 0.10
Br 3.98 1.56 0.30 0.79
C 0.37 0.88 1.57 -0.20
S -0.14 2.42 2.25 0.67
O 0.36 3.50 1.49 -0.18
O -1.52 2.31 2.52 -0.20
F 0.60 2.39 3.60 -0.10
N -0.35 0.18 0.67 0.09
C -1.62 0.60 0.08 -0.11
O -1.33 1.72 -0.70 -0.02
C -2.48 2.41 -1.10 -0.27
C -2.96 3.45 -0.35 -0.01
C -4.08 4.14 -0.78 -0.06
C -4.67 3.79 -1.97 -0.09
C -4.19 2.75 -2.73 -0.07
C -3.08 2.06 -2.29 -0.01
H -1.20 -3.72 -1.40 0.07
H 2.26 -1.74 1.10 0.13
H 2.50 1.55 3.05 0.12
H 2.67 -0.17 3.51 0.16
H -2.37 0.77 0.84 0.15
H -1.94 -0.24 -0.54 0.14
H -2.49 3.75 0.57 0.11
H -4.44 4.97 -0.19 0.11
H -5.52 4.35 -2.32 0.11
H -4.66 2.50 -3.66 0.11
H -2.68 1.24 -2.87 0.13
B 2.55 -5.69 -1.70 -1.04
O 2.74 -5.55 -0.21 0.23
C 2.95 -4.30 0.07 -0.43
O 3.12 -3.81 1.16 0.10
C 2.91 -3.48 -1.22 -0.43
O 3.05 -2.28 -1.27 0.10
O 2.69 -4.28 -2.22 0.22
F 1.29 -6.17 -1.98 0.15
F 3.53 -6.50 -2.23 0.17
```

=====

Question: What is the formula in the fifth record?
Answer: C16H11BBrF3N2O8S